[1]
Formula: C20H53BNO7S
Source: OMol25
Level of theory: ωB97M-V/def2-TZVPD

Results
HOMO energy, eV: -4.480
Multiplicity: 1
Gap between HOMO and LUMO, eV: 6.43
Total energy, eV: -48931.50602
Total charge: -1

```
83
Properties=species:S:1:pos:R:3:forces:R:3:mulliken_charge:R:1
O -0.87323 -4.64190 -1.37946 0.35 0.06 -1.18 -0.402
N -1.57275 -3.90965 -2.02808 -0.02 -0.24 2.25 0.278
O -2.22142 -3.08282 -1.16947 -0.03 -0.41 -0.75 -0.543
B -3.67469 -2.92312 -1.55336 -0.03 0.76 -0.84 0.589
S -4.77036 -4.37457 -0.96965 -0.27 -0.76 0.04 -0.396
H -4.04964 -1.90687 -1.01907 -0.19 -0.12 0.31 -0.292
H -3.77998 -2.80113 -2.75128 0.07 -0.08 -0.13 -0.230
H -4.57039 -5.35105 -1.91436 0.03 0.71 0.43 -0.002
C -1.74895 -0.18702 0.33460 -0.02 0.26 0.05 -1.066
C -0.62474 -0.34761 -0.67109 -0.01 -0.11 0.13 0.055
O -0.53174 0.72638 -1.60200 0.09 0.12 -0.20 -0.438
C -0.29893 2.00715 -1.05255 -0.02 -0.11 0.01 -0.628
C 0.99366 2.10928 -0.26044 0.05 -0.04 0.04 -0.688
H -2.70624 -0.08883 -0.17874 0.03 -0.14 0.00 0.247
H -1.79234 -1.05565 0.99218 -0.03 -0.05 -0.11 0.361
H -1.61529 0.70079 0.95938 0.07 -0.04 0.06 0.377
H -0.80473 -1.24579 -1.25579 -0.04 0.13 -0.11 0.050
H 0.33704 -0.49370 -0.16497 0.01 0.08 0.06 0.215
H -1.15507 2.31920 -0.44378 0.04 0.02 0.10 0.323
H -0.25385 2.69597 -1.89923 -0.04 -0.10 -0.07 0.371
H 0.99793 1.44357 0.60258 -0.02 0.09 0.05 0.223
H 1.13801 3.12890 0.10352 0.00 -0.02 0.01 0.350
H 1.84686 1.83773 -0.88694 -0.02 0.02 -0.02 0.254
C 5.39946 2.66830 0.67131 0.04 -0.09 0.09 -1.294
C 4.29026 3.62773 1.06752 0.10 -0.02 0.01 0.180
O 3.43885 3.12139 2.08238 -0.21 0.05 -0.10 -0.345
C 4.05683 2.80654 3.31788 0.09 0.01 0.04 -0.392
C 4.73140 3.99386 3.98115 0.04 0.11 -0.07 -0.954
H 4.97873 1.71878 0.33477 -0.01 0.05 -0.03 0.304
H 5.99802 3.09386 -0.13620 -0.04 0.00 0.00 0.435
H 6.06996 2.45289 1.50473 0.05 0.07 -0.03 0.279
H 3.65804 3.81102 0.19727 -0.16 -0.05 0.13 0.385
H 4.69925 4.60054 1.36469 0.09 -0.01 0.03 -0.131
H 4.76001 1.97660 3.18820 0.07 0.03 0.02 0.316
H 3.26218 2.43910 3.96878 -0.09 0.00 -0.15 0.340
H 5.54024 4.39845 3.37097 0.04 -0.03 0.05 0.221
H 5.15279 3.70121 4.94467 -0.03 -0.02 -0.01 0.435
H 4.01184 4.79831 4.14469 0.02 -0.01 0.01 0.226
C 4.92269 10.20961 3.08586 -0.12 0.01 -0.03 -1.031
C 5.64417 8.89919 2.81936 -0.02 0.09 -0.03 -0.369
O 4.78388 7.77595 2.76282 0.01 -0.20 0.16 -0.371
C 3.78002 7.80505 1.76051 -0.03 0.03 -0.11 -0.360
C 4.33439 7.90092 0.35025 0.12 0.05 -0.03 -1.143
H 4.36104 10.15185 4.02030 0.05 0.00 -0.01 0.291
H 5.64015 11.02898 3.15725 0.00 -0.03 0.02 0.385
H 4.21547 10.45521 2.29248 0.06 0.04 -0.04 0.262
H 6.34065 8.70534 3.63627 -0.06 -0.15 0.00 0.322
H 6.24622 8.96325 1.90673 -0.02 0.07 -0.04 0.310
H 3.06935 8.61422 1.96005 0.02 0.05 -0.06 0.353
H 3.22151 6.87258 1.85771 0.11 -0.02 0.16 0.321
H 4.89951 8.82117 0.19315 -0.08 0.03 -0.03 0.337
H 3.52274 7.87833 -0.37848 0.00 -0.03 0.03 0.397
H 5.00721 7.06474 0.14915 -0.05 -0.01 0.00 0.295
C -9.27385 -6.41675 3.63331 -0.05 0.09 0.05 -0.997
C -8.15861 -6.57784 2.61262 0.04 0.06 0.03 -0.344
O -8.07157 -5.51131 1.69078 -0.16 -0.07 -0.14 -0.423
C -7.82656 -4.22845 2.24290 0.08 0.10 0.05 -0.382
C -6.52594 -4.13792 3.01989 0.13 -0.16 0.04 -0.991
H -10.23763 -6.30962 3.13073 0.03 -0.04 0.00 0.282
H -9.31510 -7.28794 4.29061 0.00 0.00 -0.04 0.379
H -9.13000 -5.53459 4.25886 0.05 -0.05 0.04 0.257
H -8.34666 -7.47445 2.02000 0.03 0.08 -0.12 0.326
H -7.19437 -6.73077 3.10880 -0.01 0.01 0.09 0.301
H -8.67826 -3.91558 2.85969 0.02 -0.01 0.08 0.314
H -7.78329 -3.53691 1.40101 -0.01 -0.18 -0.11 0.346
H -6.51622 -4.80883 3.88198 -0.05 0.08 0.06 0.282
H -6.37300 -3.12080 3.38523 -0.02 -0.01 -0.04 0.373
H -5.68318 -4.40972 2.38135 -0.05 0.06 -0.05 0.269
C 1.46633 -6.24154 -7.55079 0.06 -0.09 0.05 -1.018
C 0.33810 -5.30561 -7.14859 0.03 0.01 0.06 -0.341
O -0.51045 -5.83309 -6.14978 -0.16 -0.10 -0.14 -0.431
C 0.10764 -6.15371 -4.91111 0.09 0.04 0.17 -0.351
C 0.76841 -4.97015 -4.22942 0.10 0.16 -0.18 -1.027
H 1.06407 -7.19458 -7.90137 0.00 0.04 -0.02 0.280
H 2.06180 -5.79583 -8.35043 -0.04 0.00 0.00 0.384
H 2.13596 -6.45479 -6.71656 0.03 0.07 -0.02 0.264
H -0.29605 -5.12044 -8.01724 -0.11 -0.03 0.08 0.336
H 0.73092 -4.33182 -6.83796 0.09 -0.01 0.01 0.303
H 0.82091 -6.97559 -5.04805 0.05 0.02 -0.02 0.258
H -0.68540 -6.53588 -4.26768 -0.09 0.06 -0.13 0.339
H 1.57857 -4.55077 -4.83156 0.07 -0.09 0.01 0.329
H 1.18554 -5.27269 -3.26862 -0.10 0.01 0.00 0.394
H 0.04187 -4.17624 -4.05689 -0.02 -0.08 0.07 0.275
```
Positions in Å, forces in eV/Å.

=====

[2]
Formula: C20H53N5O8
Source: OMol25
Level of theory: ωB97M-V/def2-TZVPD

Results
HOMO energy, eV: -8.314
Relative energy (zero: lowest compared OMol25 entry of this formula, charge and spin), kcal per mole: 0.00
Multiplicity: 1
Gap between HOMO and LUMO, eV: 9.01
Total energy, eV: -45427.38564
Total charge: 0

```
86
Properties=species:S:1:pos:R:3:forces:R:3:mulliken_charge:R:1
C -4.38855 -0.40136 -3.12893 0.26 0.16 0.09 -0.803
O -4.52063 -1.18164 -1.94575 0.04 0.03 -0.18 -0.439
C -5.07628 -2.46579 -2.14576 -0.05 -0.49 -0.05 -0.857
C -4.56398 -3.40940 -1.07056 -0.19 0.10 -0.91 -0.250
N -5.00283 -2.98364 0.21222 -0.57 0.33 0.73 -0.256
C -4.62499 -3.80804 1.32052 0.51 -0.55 0.74 -1.106
C -3.11661 -3.97666 1.53039 -0.29 -0.19 -0.36 -0.313
O -2.56942 -2.70895 1.79059 -0.23 0.15 -0.02 -0.290
C -1.22439 -2.76704 2.14805 0.35 -0.03 0.71 -0.833
H -5.16085 -0.64660 -3.85826 -0.05 0.01 -0.01 0.426
H -3.39167 -0.53911 -3.56579 -0.15 -0.16 -0.09 0.260
H -4.45171 0.65046 -2.85472 -0.12 -0.05 0.06 0.256
H -4.81392 -2.89639 -3.12332 0.15 0.28 0.04 0.497
H -6.17324 -2.42468 -2.09422 0.09 0.14 0.03 0.334
H -3.47329 -3.50392 -1.19288 0.02 -0.01 0.05 0.149
H -5.01846 -4.38207 -1.29535 0.18 -0.09 0.11 0.360
H -4.81473 -2.01068 0.40450 0.19 0.06 -0.18 0.313
H -5.06466 -4.80899 1.22840 0.03 0.04 -0.19 0.398
H -5.02097 -3.40816 2.25882 -0.12 0.20 -0.20 0.378
H -2.66075 -4.40473 0.62311 0.09 -0.02 0.13 0.263
H -2.90893 -4.66320 2.36244 -0.09 0.01 0.01 0.465
H -0.60063 -3.18134 1.34689 0.07 0.12 -0.10 0.249
H -1.06457 -3.38980 3.04636 -0.11 -0.05 -0.21 0.422
H -0.91201 -1.76138 2.43118 0.10 0.04 -0.32 0.266
C 2.01542 -2.25692 -4.60233 0.12 -0.28 -0.05 -0.701
O 1.60158 -2.75570 -3.34484 -0.02 -0.08 -0.41 -0.405
C 2.02501 -1.94367 -2.28460 0.22 0.79 -0.29 0.016
C 1.88752 -2.71972 -1.01562 0.22 -0.56 0.57 -0.981
N 1.94372 -1.85228 0.16568 -0.08 -0.19 0.05 0.057
C 3.25046 -1.20652 0.33282 0.30 -0.63 0.10 -0.748
C 3.31462 -0.51979 1.67556 0.08 0.73 -0.23 -0.547
O 3.65764 -1.46175 2.66185 -0.28 -0.28 0.01 -0.437
C 3.16493 -1.11640 3.93462 -0.35 0.16 -0.03 -0.645
H 1.97131 -1.16467 -4.65192 -0.07 -0.01 0.06 0.285
H 1.35645 -2.67334 -5.36143 -0.05 0.01 0.01 0.278
H 3.04032 -2.58559 -4.82718 -0.06 0.15 0.07 0.274
H 1.42470 -1.02145 -2.24322 -0.03 -0.13 0.07 0.058
H 3.06672 -1.61445 -2.43134 -0.03 -0.19 -0.05 0.413
H 2.66893 -3.49830 -0.96043 0.00 0.13 -0.16 0.303
H 0.94422 -3.27194 -1.04908 -0.12 0.25 0.13 0.333
H 1.84797 -2.46518 0.97207 -0.13 0.14 0.03 0.185
H 3.47310 -0.51882 -0.48053 -0.30 0.19 -0.02 0.502
H 4.04508 -1.97558 0.31532 0.03 0.22 -0.04 0.448
H 2.34096 -0.04698 1.88345 0.02 -0.17 0.08 0.192
H 4.05139 0.29944 1.67119 0.02 -0.15 -0.04 0.458
H 2.06431 -1.13501 3.96015 0.11 -0.04 -0.08 0.210
H 3.46335 -0.09765 4.21145 0.18 -0.14 0.16 0.303
H 3.53997 -1.85814 4.63186 0.12 0.11 0.16 0.305
C 2.75785 3.16980 -2.19914 0.18 0.12 -0.20 -1.094
O 2.14610 2.61874 -1.06289 0.02 -0.14 0.01 -0.352
C 2.72817 3.06131 0.13891 0.23 -0.10 0.74 0.361
C 2.06796 4.31912 0.67905 -0.12 0.33 -0.12 -1.198
N 0.63180 4.19404 0.89449 0.14 -0.28 0.26 -0.230
C 0.25742 3.17016 1.86769 -0.06 -0.34 -0.38 0.283
C 0.83073 3.39693 3.24513 -0.25 0.05 0.37 -0.737
O 0.52061 2.25099 4.01205 -0.03 -0.19 0.33 -0.232
C 1.03828 2.34238 5.31528 -0.01 -0.21 0.39 -0.791
H 2.82529 4.26218 -2.14892 -0.09 -0.02 0.05 0.337
H 2.14824 2.90103 -3.05799 0.10 -0.08 -0.05 0.325
H 3.77619 2.77681 -2.30949 -0.04 -0.03 -0.10 0.275
H 3.81547 3.17935 0.03717 -0.04 0.11 -0.14 0.581
H 2.58683 2.27023 0.88445 -0.04 -0.08 -0.17 -0.489
H 2.21413 5.17564 0.01211 0.07 -0.15 -0.10 0.421
H 2.56964 4.58907 1.61096 0.01 0.03 0.00 0.378
H 0.20932 3.93844 0.00185 -0.17 0.33 0.07 0.247
H 0.49819 2.14281 1.54167 0.21 0.15 0.16 -0.322
H -0.83044 3.15111 1.96530 0.00 0.19 -0.07 0.456
H 0.35304 4.27064 3.70852 0.14 0.12 -0.08 0.348
H 1.91572 3.54987 3.28213 0.03 0.03 -0.24 0.307
H 2.13794 2.31072 5.31570 -0.07 0.12 -0.03 0.300
H 0.67750 1.49624 5.90518 0.01 -0.06 -0.25 0.242
H 0.70495 3.24187 5.85204 0.06 0.08 -0.26 0.319
N 0.14325 0.57214 -0.58411 -0.96 -0.12 -0.41 0.595
C -1.07642 0.40122 -1.18694 -0.15 0.20 0.63 0.792
N -1.75647 -0.75593 -0.88512 0.94 0.55 -0.14 0.204
O -1.57832 1.27684 -1.90202 0.04 -0.36 -0.21 -0.934
H 0.52384 -0.13448 0.02630 0.24 -0.10 -0.19 -0.208
H 0.66473 1.40908 -0.81461 0.02 -0.14 0.04 -0.136
H -1.30840 -1.47018 -0.34147 -0.07 -0.06 0.05 -0.111
H -2.63537 -0.95334 -1.33247 -0.22 0.06 0.06 0.055
C -0.37063 4.66562 -2.84169 -0.07 0.90 -0.61 -0.714
O -0.74373 3.90779 -1.73239 -0.32 -0.20 0.05 -0.437
H -1.03639 4.54496 -3.70690 0.09 -0.30 0.12 0.353
H -0.44510 5.73748 -2.60642 0.11 -0.23 0.21 0.248
H 0.66175 4.48040 -3.16332 -0.15 -0.08 -0.01 0.158
H -1.16529 3.07247 -2.01152 0.25 -0.15 0.24 0.354
```
Positions in Å, forces in eV/Å.